# 1
Below is a cluster of 2 separate species, C9H13NO2 in total, with properties calculated with the ωB97M-V functional and the def2-TZVPD basis.

Atoms and positions in Å:
C (0.73098, -3.15687, 0.38818)
C (-0.67196, 0.71884, 1.81852)
C (0.64249, 0.36497, 2.00298)
C (-1.58862, -0.32264, 1.39778)
C (1.04513, -0.93163, 1.57297)
C (-1.17559, -1.56091, 1.03892)
C (0.12887, -1.88535, 1.02357)
O (-1.34453, 1.88524, 2.14699)
H (-0.59754, 2.50565, 2.33100)
H (1.26136, 1.02589, 2.56868)
H (-2.66299, -0.00113, 0.99210)
H (2.11632, -1.18412, 1.74073)
H (-1.99859, -2.20813, 0.75029)
H (0.55928, -4.17902, 0.71618)
H (1.79194, -3.09838, 0.59908)
H (0.70107, -3.19247, -0.80270)
C (-0.31570, 1.34467, -1.37059)
C (0.45835, 1.18023, -2.65401)
O (0.31383, 1.95760, -3.59347)
N (1.37816, 0.09338, -2.85171)
H (1.95104, 0.41307, -3.61920)
H (1.87297, -0.39860, -2.10275)
H (-1.45184, 1.59928, -1.36028)
H (-0.16681, 2.40300, -0.98806)
H (-0.30144, 0.41062, -0.60122)

Net charge = -1
Energy above the lowest of the compared OMol25 structures with the same formula, charge and spin = 51.89 kcal per mole
Expectation value of S² = 0.759
Frontier orbital gap (alpha / beta) = 3.1 / 7.0 eV
Multiplicity = 2
Maximum force = 5.3 eV/Å
M = 167.21 g/mol

---

# 2
Below is an isolated molecule of C9H13NO2, with properties calculated with the ωB97M-V functional and the def2-TZVPD basis.

Atoms and positions in Å:
C (0.59071, 2.54673, -0.29111)
C (0.49730, 0.43968, -1.43406)
C (-0.86775, -1.03446, 1.75124)
C (-0.63387, -1.80459, 0.45906)
C (-0.74880, 0.42533, 1.44665)
C (0.77738, -1.58542, -0.01073)
C (0.62350, 0.68768, 0.95865)
C (1.15269, -0.09903, -0.21585)
C (0.05612, 2.42976, -2.65635)
N (0.39477, 1.82573, -1.40351)
O (0.87888, 3.66017, -0.03158)
O (0.14033, -0.16561, -2.43057)
H (-1.80852, -1.25180, 2.19461)
H (-0.12670, -1.53512, 2.35887)
H (-0.75141, -2.80409, 0.53393)
H (-1.34436, -1.45426, -0.29700)
H (-1.52762, 0.88019, 0.68450)
H (-0.98511, 0.92603, 2.51704)
H (1.53104, -2.06241, 0.71293)
H (1.04375, -2.13524, -1.03101)
H (1.41102, 0.71733, 1.68456)
H (2.30088, -0.14091, -0.21467)
H (-0.51086, 3.21804, -2.34886)
H (-0.62304, 1.63192, -3.06250)
H (0.90358, 2.62089, -3.38844)

Energy above the lowest of the compared OMol25 structures with the same formula, charge and spin = 77.42 kcal per mole
Frontier orbital gap = 8.8 eV
Maximum force = 5.5 eV/Å
M = 167.21 g/mol